Here is 16 unconnected molecules or ions with the total composition C17H48F3N16O32P in a non-equilibrium geometry from the OMol25 dataset. Energies are from ωB97M-V/def2-TZVPD.

XYZ file:
```
117
Properties=species:S:1:pos:R:3
C 7.8680 -4.0614 -2.1584
P 7.0219 -2.8054 -1.1135
O 7.6183 -1.2563 -1.4858
N 8.7646 -1.2522 -2.3078
O 9.3977 -0.2922 -2.1373
C 5.2555 -2.7172 -1.8108
F 5.1345 -1.9555 -2.8724
F 4.8729 -3.9305 -2.1214
F 4.4979 -2.2324 -0.8892
H 8.9230 -3.8228 -2.1409
H 7.7651 -5.0334 -1.7045
H 7.5152 -4.0942 -3.1797
C 1.5583 -3.3797 -1.1466
N 0.3905 -4.2596 -1.4310
O -0.0618 -4.9109 -0.5105
O -0.0326 -4.2632 -2.5694
H 1.8268 -3.4831 -0.0963
H 2.3733 -3.7019 -1.7865
H 1.2607 -2.3627 -1.3824
C 4.3580 0.8039 -3.7283
N 4.0825 1.9556 -4.6301
O 3.9021 1.7239 -5.8057
O 4.0642 3.0595 -4.1205
H 4.3437 -0.1035 -4.3178
H 5.3357 0.9646 -3.2826
H 3.5806 0.7895 -2.9690
C 1.0812 4.8567 -1.9779
N 1.4369 3.4380 -1.6876
O 1.7814 3.1567 -0.5552
O 1.3639 2.6488 -2.6078
H 1.1956 5.4323 -1.0708
H 1.7582 5.2061 -2.7529
H 0.0522 4.8743 -2.3224
C 7.0737 -6.9391 -5.4513
N 8.3068 -7.1622 -4.6458
O 8.5323 -6.3909 -3.7309
O 9.0018 -8.1017 -4.9607
H 6.5553 -6.0720 -5.0587
H 7.3814 -6.7775 -6.4798
H 6.4619 -7.8318 -5.3642
C 0.7957 -4.0766 3.2578
N 2.1845 -3.6982 2.8820
O 2.5260 -3.8389 1.7186
O 2.8987 -3.2727 3.7639
H 0.2815 -4.4355 2.3723
H 0.8622 -4.8561 4.0099
H 0.3082 -3.1964 3.6586
C -2.1371 4.2977 0.7532
N -1.9201 5.3907 -0.2267
O -2.7811 5.5902 -1.0571
O -0.8741 6.0081 -0.1377
H -3.0942 3.8318 0.5495
H -1.3235 3.5934 0.6190
H -2.1210 4.7349 1.7483
C -1.9375 -0.3688 4.5761
N -1.5266 -1.7844 4.7649
O -1.1612 -2.1318 5.8685
O -1.5787 -2.5158 3.7899
H -1.8401 0.1460 5.5250
H -1.2807 0.0621 3.8219
H -2.9695 -0.3706 4.2379
C 1.8963 -4.7859 7.6419
N 1.4347 -6.0690 7.0399
O 1.6863 -7.0959 7.6290
O 0.8325 -5.9883 5.9846
H 2.4129 -5.0068 8.5685
H 2.5612 -4.3116 6.9250
H 1.0186 -4.1708 7.8197
C -1.8725 -5.4513 7.3978
N -2.8114 -4.6967 8.2712
O -3.3965 -3.7477 7.7933
O -2.9302 -5.0906 9.4172
H -1.8659 -4.9959 6.4143
H -0.8933 -5.4001 7.8544
H -2.2296 -6.4751 7.3502
C -6.8123 6.4695 -1.3473
N -6.4329 5.0498 -1.1087
O -6.0946 4.7399 0.0192
O -6.4875 4.2988 -2.0573
H -6.7117 7.0124 -0.4147
H -6.1394 6.8636 -2.1024
H -7.8369 6.4844 -1.6966
C 0.1709 0.0528 -0.0989
N -0.7493 0.8001 0.7970
O -1.3201 1.7716 0.3416
O -0.8711 0.3860 1.9322
H 0.1773 0.5351 -1.0702
H 1.1582 0.0767 0.3544
H -0.2069 -0.9635 -0.1651
C 5.9742 6.0315 -3.5762
N 7.1739 5.8693 -2.7096
O 7.3405 6.6776 -1.8185
O 7.9047 4.9327 -2.9582
H 5.4203 6.9008 -3.2412
H 6.3229 6.1622 -4.5960
H 5.3778 5.1279 -3.4832
C -4.8212 -8.8896 9.2100
N -3.6863 -8.8352 8.2492
O -2.8048 -9.6569 8.3648
O -3.7257 -7.9558 7.4077
H -4.6532 -9.7122 9.8947
H -4.8457 -7.9397 9.7368
H -5.7292 -9.0389 8.6336
C -10.6836 7.4445 -4.7131
N -9.4999 7.2110 -3.8454
O -9.3192 7.9726 -2.9101
O -8.7849 6.2738 -4.1278
H -11.2196 8.3093 -4.3396
H -10.3146 7.6198 -5.7232
H -11.3027 6.5528 -4.6671
C -7.8566 10.3422 -7.6664
N -9.0659 9.5069 -7.9048
O -9.4921 8.8496 -6.9687
O -9.5452 9.5365 -9.0130
H -7.5446 10.2130 -6.6368
H -7.0874 10.0032 -8.3535
H -8.1299 11.3739 -7.8659
```

The HOMO energy is -9.50 eV. For the HOMO-LUMO gap, the calculation gives 8.951 eV. As for the LUMO energy: -0.54 eV. Its total energy is -125165.3170 eV.

Results of the Löwdin charge analysis, in e, for atoms 1 through 2: number 1, C, carries -0.284; number 2, P, carries 1.052

Here is 11 unconnected molecules or ions with the total composition C17H48N14O20S3 in a non-equilibrium geometry from the OMol25 dataset. Energies are from ωB97M-V/def2-TZVPD.

XYZ file:
```
102
Properties=species:S:1:pos:R:3
O 5.1059 -1.0241 -2.9758
S 3.7154 -0.7015 -2.7671
O 2.7528 -0.6886 -3.8297
O 3.1716 -1.6011 -1.5598
C 3.9134 -1.2606 -0.3598
C 4.0091 0.2604 -0.4591
O 3.6802 0.6265 -1.7997
H 3.2524 -1.6698 0.4016
H 4.7918 -1.8977 -0.4652
H 5.0122 0.6563 -0.2974
H 3.2726 0.7507 0.1788
O 5.7679 5.2266 0.4059
S 5.5737 4.1498 1.3334
O 6.4726 3.0267 1.2677
O 5.5409 4.6419 2.8805
C 4.5509 3.9627 3.6626
C 3.6197 3.2643 2.6766
O 4.0122 3.6666 1.3629
H 5.0929 3.3662 4.3944
H 4.0219 4.7653 4.1760
H 2.6571 3.7550 2.7943
H 3.6706 2.1804 2.7392
O -0.5889 -5.3778 -1.0018
S -1.3298 -5.0275 -2.1839
O -2.6836 -5.4899 -2.4058
O -1.3057 -3.4159 -2.4453
C -0.7661 -3.0826 -3.7388
C -0.8391 -4.3790 -4.5359
O -0.4641 -5.3433 -3.5390
H -1.5366 -2.3646 -4.0290
H 0.2197 -2.6217 -3.7933
H -0.1543 -4.3773 -5.3785
H -1.8468 -4.7099 -4.7957
C -0.2368 -0.4959 0.4744
C -0.5929 0.9704 0.3254
C 0.7562 1.6506 0.4738
O 1.4799 0.8759 1.4166
C 1.0405 -0.4836 1.3474
H -0.0919 -0.9398 -0.5128
H -1.0347 -1.0828 0.9328
H -1.2354 1.2264 1.1741
H -1.1041 1.2058 -0.6075
H 0.7486 2.7236 0.6850
H 1.1647 1.7291 -0.5461
H 0.8772 -0.9315 2.3252
H 1.7250 -1.0844 0.7407
N -4.0310 1.7095 -2.9665
C -4.9233 0.9963 -3.6957
N -5.2460 1.5533 -4.8932
O -5.4296 -0.0218 -3.2342
H -3.7796 1.5753 -2.0052
H -3.5783 2.4961 -3.3967
H -4.9333 2.4511 -5.2103
H -5.6144 0.9314 -5.5928
N 0.8605 4.6203 -2.1735
C 1.9363 4.9687 -1.4056
N 2.8478 3.9669 -1.2924
O 2.0131 6.0229 -0.7779
H 0.8200 3.6400 -2.3988
H 0.0537 5.2102 -2.0767
H 2.9371 3.2169 -1.9586
H 3.5355 4.0293 -0.5637
N -0.9882 2.4253 -4.0200
C 0.1828 1.7334 -4.0895
N 0.3345 0.8367 -5.0702
O 1.0681 1.9014 -3.2375
H -1.2026 2.9051 -3.1672
H -1.6812 2.2305 -4.7187
H -0.3045 0.8998 -5.8443
H 1.2575 0.4414 -5.1682
N -0.0882 1.5009 6.4704
C -0.3870 1.4744 5.1376
N 0.6832 1.6207 4.3302
O -1.5561 1.5384 4.7281
H 0.8614 1.7696 6.6534
H -0.7364 1.5109 7.2321
H 1.5309 1.2281 4.7062
H 0.6002 1.6373 3.3269
N -3.7180 -2.4751 -0.8100
C -3.7649 -2.9289 0.4555
N -4.9543 -2.8321 1.0582
O -2.7531 -3.3527 1.0617
H -4.5582 -2.1123 -1.2170
H -2.8597 -2.4606 -1.3316
H -5.7490 -2.5458 0.5188
H -5.0995 -3.0038 2.0434
N 0.4141 -4.0930 1.7766
C -0.0360 -5.2372 2.3428
N -1.3835 -5.3783 2.1937
O 0.6746 -6.0529 2.9328
H 1.4118 -4.1243 1.6336
H -0.1863 -3.4995 1.2356
H -1.8901 -6.1090 2.6562
H -1.9240 -4.6320 1.7430
N -3.4142 -0.3718 5.2985
C -3.7820 -1.1510 4.2512
N -2.7713 -1.2205 3.3084
O -4.8200 -1.7942 4.0869
H -2.5884 0.2103 5.1655
H -4.0784 -0.2297 6.0383
H -2.9629 -1.7899 2.5031
H -2.1081 -0.4666 3.2849
```

The HOMO energy is -8.66 eV. The structure (SMILES) is O=S1(=O)OCCO1.O=S1(=O)OCCO1.O=S1(=O)OCCO1.C1CCOC1.NC(N)=O.NC(N)=O.NC(N)=O.NC(N)=O.NC(N)=O.NC(N)=O.NC(N)=O. For the HOMO-LUMO gap, the calculation gives 8.116 eV. As for the LUMO energy: -0.54 eV. Its total energy is -112727.7621 eV.

Results of the Löwdin charge analysis, in e, for atoms 1 through 2: number 1, O, carries -0.221; number 2, S, carries 0.672